This record from the Open Molecules 2025 dataset describes a 11-piece molecular cluster, C18H35Cl22N3P overall in a non-equilibrium geometry. The level of theory is wB97M-V/def2-TZVPD.

The value obtained for the gap between HOMO and LUMO is 7.3 eV. Its net charge is +1. As for the HOMO energy: -11.122 eV.

Last column: Mulliken charge in e.
Geometry (Å):
1 C -0.432 1.601 -1.447  -0.204
2 C -0.971 1.789 -2.858  0.548
3 Cl -0.805 3.389 -3.513  -0.223
4 C -1.544 0.794 -3.593  -0.427
5 Cl -2.196 1.155 -5.171  -0.128
6 C -1.715 -0.662 -3.179  1.025
7 P -3.384 -1.358 -2.761  0.626
8 C -3.912 -0.820 -1.080  -1.068
9 C -4.624 -0.801 -3.961  -0.991
10 C -1.380 -1.547 -4.505  -1.219
11 N -0.682 -2.782 -3.981  -0.472
12 C -0.896 -2.625 -2.590  0.038
13 N -1.163 -3.597 -1.780  -0.062
14 N -0.779 -1.251 -2.211  -0.148
15 H 0.093 2.511 -1.149  -0.268
16 H -1.220 1.418 -0.715  0.233
17 H 0.326 0.814 -1.411  0.018
18 H -5.007 -0.831 -1.059  0.377
19 H -3.534 0.169 -0.812  0.321
20 H -3.544 -1.559 -0.361  0.289
21 H -4.439 -1.173 -4.967  0.155
22 H -5.574 -1.236 -3.625  0.290
23 H -4.769 0.286 -3.983  0.465
24 H -0.612 -1.040 -5.097  0.584
25 H -2.261 -1.849 -5.067  0.288
26 H 0.316 -2.609 -4.103  0.370
27 H -1.646 -3.462 -0.907  0.305
28 H -0.946 -4.548 -2.045  0.292
29 H 0.193 -1.003 -2.391  -0.127
30 C 1.115 5.163 -1.007  0.250
31 Cl 0.482 6.121 0.329  -0.148
32 Cl 2.555 4.231 -0.541  -0.137
33 H 0.362 4.454 -1.321  -0.342
34 H 1.381 5.822 -1.824  0.351
35 C 2.826 4.343 3.507  0.269
36 Cl 1.116 4.474 3.945  -0.197
37 Cl 3.701 3.215 4.548  -0.138
38 H 2.889 3.989 2.485  -0.258
39 H 3.279 5.323 3.600  0.308
40 C 0.605 2.172 7.017  0.326
41 Cl -0.006 3.180 8.335  -0.175
42 Cl 2.005 1.217 7.511  -0.150
43 H -0.183 1.496 6.707  0.264
44 H 0.898 2.817 6.197  -0.251
45 C 5.058 0.238 2.203  -0.182
46 Cl 4.660 1.755 1.367  -0.123
47 Cl 3.654 -0.410 3.049  -0.120
48 H 5.393 -0.491 1.477  0.044
49 H 5.840 0.441 2.926  0.373
50 C -5.852 -4.155 -1.258  -0.248
51 Cl -4.577 -4.550 -2.428  -0.116
52 Cl -7.185 -3.283 -2.014  -0.136
53 H -6.231 -5.078 -0.837  0.376
54 H -5.428 -3.529 -0.482  0.175
55 C 7.281 0.233 -1.091  0.180
56 Cl 7.297 -1.262 -0.148  -0.162
57 Cl 6.799 -0.060 -2.765  -0.164
58 H 6.566 0.916 -0.645  -0.153
59 H 8.276 0.663 -1.077  0.329
60 C -6.319 -2.032 -7.707  -0.300
61 Cl -6.966 -0.945 -6.472  -0.133
62 Cl -4.826 -2.830 -7.183  -0.136
63 H -7.058 -2.796 -7.916  0.313
64 H -6.104 -1.454 -8.598  0.289
65 C 3.494 1.308 -2.419  0.947
66 Cl 2.791 -0.258 -1.961  -0.201
67 Cl 3.005 1.795 -4.043  -0.167
68 H 3.167 2.058 -1.707  -0.416
69 H 4.572 1.203 -2.402  -0.135
70 C 3.307 -4.168 4.894  -0.288
71 Cl 2.121 -2.943 5.364  -0.136
72 Cl 4.101 -3.768 3.366  -0.122
73 H 4.063 -4.231 5.668  0.264
74 H 2.797 -5.117 4.781  0.287
75 C 0.018 1.109 11.642  0.093
76 Cl -0.597 2.108 12.964  -0.158
77 Cl 1.427 0.159 12.131  -0.158
78 H -0.765 0.428 11.331  0.261
79 H 0.305 1.756 10.823  -0.036